[1]
16
Properties=species:S:1:pos:R:3 method="wB97M-V/def2-TZVPD" orbital_gap_ev="10.4 / 6.2" spin_multiplicity=2 lumo_ev="0.53 / -3.70" energy_ev=-11908.69110 fmax_ha_per_bohr=0.03265 total_charge=0
H -0.46 -1.12 -2.83
C 0.99 -0.59 1.73
C -0.57 -0.47 -1.96
H 0.80 -1.18 0.84
H 0.21 -0.70 -1.24
N 0.44 1.59 0.81
H 0.65 2.52 0.45
C 1.47 0.79 1.25
O 2.60 1.23 1.30
H 0.07 -0.38 2.26
H -0.64 0.55 -2.32
H -0.46 1.19 0.68
O -1.86 -0.99 -0.04
O -2.95 -0.69 -2.04
C -2.05 -0.74 -1.23
H 1.78 -1.01 2.34

[2]
11
Properties=species:S:1:pos:R:3 method="wB97M-V/def2-TZVPD" orbital_gap_ev=8.6 lumo_ev=0.67 energy_ev=-7655.92327 fmax_ha_per_bohr=0.01116 total_charge=0
C -0.47 -0.11 0.09
H -2.40 -0.20 -0.85
C 2.08 0.60 0.05
N 1.68 -0.61 -0.20
C -1.06 1.00 0.53
H -1.18 2.01 0.17
H 3.18 0.56 0.01
N -1.97 -0.15 0.07
H 2.27 -1.41 -0.41
H -2.47 -0.67 0.79
N 0.34 -1.04 -0.25

[3]
19
Properties=species:S:1:pos:R:3 method="wB97M-V/def2-TZVPD" orbital_gap_ev=9.2 lumo_ev=1.09 energy_ev=-6885.10287 smiles=CCCN(C)C fmax_ha_per_bohr=0.02947 total_charge=0
C -0.34 -1.30 -0.99
H 1.63 0.82 -2.06
H 0.17 -2.27 -0.85
H -1.27 -1.32 -0.41
C -0.63 0.41 1.54
C 1.70 -0.05 -1.40
N 0.49 -0.18 -0.60
H -1.19 1.40 -0.25
H -0.60 -1.22 -2.05
H 1.10 -0.89 1.35
H 1.87 -0.92 -2.04
H 1.36 0.82 0.91
H -0.43 0.98 2.44
H -2.62 0.74 0.61
H -1.76 2.20 1.14
H 2.56 0.13 -0.75
C 0.67 -0.02 0.82
H -1.07 -0.53 1.89
C -1.64 1.20 0.72

[4]
18
Properties=species:S:1:pos:R:3 method="wB97M-V/def2-TZVPD" orbital_gap_ev=9.6 lumo_ev=0.70 energy_ev=-13991.92230 smiles="O=C1COc2ccccc2N1" fmax_ha_per_bohr=0.12558 total_charge=0
N -1.33 -1.17 -0.63
O -3.55 -0.76 0.29
O -0.93 1.75 -0.33
H -2.98 1.65 -0.16
H -2.03 1.33 1.30
H -1.32 -2.15 -0.65
C -2.15 1.16 0.27
H 1.03 -2.57 0.01
H 1.56 2.31 0.13
H 3.18 -1.59 0.46
H 3.47 1.12 -0.10
C 0.15 0.75 -0.41
C 1.49 1.22 -0.15
C -2.38 -0.38 -0.10
C 2.48 0.39 0.09
C 2.32 -1.02 0.30
C 1.01 -1.42 -0.02
C -0.03 -0.63 -0.31

[5]
94
Properties=species:S:1:pos:R:3 method="wB97M-V/def2-TZVPD" orbital_gap_ev=5.1 lumo_ev=-1.52 energy_ev=-134719.01577 fmax_ha_per_bohr=0.03678 total_charge=0
H -5.31 2.29 0.33
C 0.94 1.41 0.51
H 5.88 -2.82 -2.06
C 0.16 -1.66 0.96
N 0.74 2.35 1.67
C -5.83 1.49 -0.20
C -3.68 0.76 -1.45
H -0.31 -3.93 2.83
C -2.88 1.48 -0.35
H -1.74 -0.13 3.98
H -5.71 0.35 -1.99
H 4.23 0.15 -3.21
C -0.97 3.86 -3.77
Br 2.30 4.92 1.00
C 6.52 -1.83 0.49
H -0.38 3.87 -2.85
H 2.04 -0.08 -2.34
C -0.40 -0.67 -0.04
H -7.42 -1.18 1.31
H -6.21 0.67 1.74
H -1.78 1.58 1.85
H -3.22 0.99 -2.41
C -5.15 1.17 -1.53
O -2.63 2.18 -4.15
H 0.81 -3.50 0.75
C -1.38 1.52 -0.64
H 0.93 1.74 -1.63
H 3.02 -2.24 -2.85
H -0.42 3.31 -4.53
H 3.53 1.31 -0.13
O -3.04 3.78 -2.61
H -5.96 -3.42 -0.35
C -6.93 -2.93 -0.37
C -2.36 3.22 -3.50
H 4.45 -1.98 -3.83
H 3.78 2.15 2.91
H 3.31 -2.90 -0.39
C 4.40 -2.97 -0.45
P -0.72 0.32 4.83
C 4.81 -2.95 -1.92
C 6.99 -0.58 1.25
H 6.89 -2.73 0.98
H -7.98 -0.07 0.06
H -1.10 4.89 -4.10
H -1.30 1.18 5.77
C -7.12 -0.66 0.40
H -5.05 -0.29 0.85
H 4.68 -3.94 -0.03
H -7.48 -3.12 0.55
C 4.13 -0.48 -2.32
C 0.00 1.55 2.50
C 1.56 1.96 -0.77
C -5.97 0.29 0.74
C -0.94 -2.22 1.86
H 1.65 3.04 -0.74
C 2.86 -0.06 -1.61
H -3.24 2.51 -0.34
C 5.00 -1.90 0.48
P 2.04 3.25 2.42
C 2.95 1.37 -1.05
H 6.56 -0.56 2.25
H 6.66 0.29 0.68
H -1.49 -2.94 1.24
H -1.04 2.55 -0.77
H 4.55 -0.92 0.31
H 8.07 -0.54 1.29
H 0.23 -0.66 -0.93
H 3.47 2.01 -1.75
N -1.01 0.91 1.79
H 4.70 -2.19 1.50
H -3.62 -0.32 -1.29
O 0.71 -2.73 0.18
H -1.20 1.02 -1.59
N 0.20 1.39 3.79
H 4.58 -3.95 -2.32
O -6.78 -1.55 -0.65
H 2.66 -0.77 -0.80
C -0.48 0.81 0.39
H 6.93 -1.77 -0.51
H 0.40 -2.57 3.38
H -7.50 -3.38 -1.18
N -0.47 -2.96 3.05
H -5.24 2.04 -2.19
H 0.95 1.90 4.23
H 0.99 -1.25 1.56
H 1.60 0.59 0.83
H 5.02 -0.30 -1.71
O 3.31 2.29 2.09
C 4.07 -1.95 -2.81
H -6.83 1.86 -0.40
H -3.14 1.05 0.62
O 0.19 -0.67 5.41
H -1.65 -1.45 2.15
H -1.39 -1.00 -0.35

[6]
84
Properties=species:S:1:pos:R:3 method="wB97M-V/def2-TZVPD" orbital_gap_ev="4.5 / 3.9" spin_multiplicity=5 lumo_ev="-10.62 / -12.87" energy_ev=-74624.06782 fmax_ha_per_bohr=0.09051 total_charge=+4
H 4.26 15.89 14.93
C 7.76 14.90 13.55
C 9.35 9.13 8.61
C 5.45 14.34 14.00
H 5.78 11.06 14.63
O 16.68 6.51 7.15
H 16.55 7.18 2.69
H 18.73 4.04 6.61
H 7.57 11.04 14.67
C 18.64 4.59 9.42
H 9.17 14.05 5.26
H 11.14 8.24 7.65
H 17.54 9.45 3.07
C 17.48 8.72 3.93
C 17.71 7.03 10.58
P 8.74 11.72 8.52
H 16.06 5.77 4.59
C 6.70 11.03 13.99
O 7.27 11.46 8.35
H 9.87 8.55 6.54
H 17.40 5.89 12.34
H 6.78 9.70 6.34
O 9.63 10.51 8.26
H 4.58 13.67 13.90
H 5.68 12.50 7.35
H 9.78 12.30 5.05
H 8.54 16.36 11.23
C 19.50 4.80 6.63
H 10.04 15.64 10.70
H 10.49 15.51 14.21
C 16.70 6.65 4.75
C 10.45 13.13 6.76
P 6.88 12.33 12.74
C 10.03 8.23 7.58
H 7.19 12.49 6.52
C 17.73 5.86 11.34
C 6.12 10.61 6.25
H 11.54 14.17 13.39
H 10.07 16.75 12.10
H 10.92 13.96 7.23
H 9.68 8.92 9.62
H 4.62 12.11 12.05
P 9.23 14.47 12.60
C 7.65 16.13 14.26
C 10.56 14.42 13.83
C 6.73 13.98 13.49
H 9.60 7.25 7.83
H 19.09 3.70 8.89
H 18.53 10.07 5.17
C 18.44 8.74 7.42
O 9.30 12.92 7.79
H 20.45 4.41 7.05
C 18.73 5.82 8.73
H 8.30 8.92 8.61
C 17.81 8.31 6.26
H 5.71 11.05 11.20
H 18.28 3.68 11.32
C 9.94 13.27 5.42
H 10.77 13.65 4.85
H 19.04 8.89 9.17
C 6.50 11.86 7.02
H 11.00 12.16 6.88
Pt 8.75 12.65 11.32
H 6.27 10.89 5.22
O 19.16 5.93 7.53
C 16.96 7.53 3.66
H 6.18 17.43 15.21
H 8.50 16.71 14.40
H 6.73 10.11 13.39
H 17.22 7.89 11.07
H 18.93 9.62 7.15
C 17.04 7.07 6.08
C 5.58 12.07 11.59
H 5.13 10.23 6.44
C 5.21 15.57 14.51
N 18.54 8.24 8.60
C 18.25 4.65 10.75
H 19.62 5.19 5.70
C 6.35 16.49 14.71
H 10.31 13.74 14.62
C 9.51 15.96 11.54
C 18.31 7.03 9.30
H 5.63 12.83 10.80
C 18.04 9.10 5.18

[7]
16
Properties=species:S:1:pos:R:3 method="wB97M-V/def2-TZVPD" orbital_gap_ev=6.9 lumo_ev=3.78 energy_ev=-10436.63220 fmax_ha_per_bohr=0.00878 total_charge=-1
H 0.00 1.14 0.18
C 0.12 1.40 -1.06
C 0.22 0.12 -1.75
H -0.75 1.97 -1.36
H 0.16 -1.12 1.05
O -0.17 0.85 1.52
H -0.65 -0.99 -2.97
H -1.44 -0.75 1.74
O -0.95 -0.28 -2.38
C -0.37 -0.48 1.79
H 1.05 1.95 -1.20
H 0.12 -1.91 3.40
H 1.16 -0.50 3.29
O 1.19 -0.61 -1.83
C 0.13 -0.84 3.19
H -0.47 -0.32 3.95

[8]
76
Properties=species:S:1:pos:R:3 method="wB97M-V/def2-TZVPD" orbital_gap_ev="6.4 / 6.5" spin_multiplicity=2 lumo_ev="-3.23 / -3.20" energy_ev=-152364.21035 fmax_ha_per_bohr=0.04201 total_charge=+1
H 1.51 -1.53 -5.32
V -0.46 0.64 0.55
N -2.26 1.49 0.10
H 5.32 -1.99 -2.64
C -1.79 -1.46 -4.56
N -0.25 2.59 1.22
C 0.70 -1.58 -3.32
H -2.75 -1.43 -5.05
C 2.03 2.85 0.52
C 3.24 3.53 0.75
H 2.71 -2.14 0.74
H -5.90 2.81 0.32
C -0.62 -1.45 -5.32
C -4.07 4.22 1.83
O -2.44 0.70 3.03
H 4.99 -2.23 -0.21
H 1.26 -4.34 -0.41
H -0.90 4.72 2.92
H 3.06 0.80 -1.98
H 3.39 -1.69 -4.14
C -4.88 2.45 0.25
H 3.28 4.32 1.49
C 1.95 1.85 -0.47
C -2.02 -3.60 0.07
C 3.11 1.56 -1.21
C 1.95 -1.72 -2.54
C 0.21 -4.48 -0.18
C -0.67 -3.40 -0.20
C -0.47 -1.56 -2.57
C 0.24 0.41 3.54
H -1.43 0.71 4.58
C -1.49 3.20 1.54
H -3.54 -5.03 0.56
H -3.19 5.62 3.17
H 2.07 0.74 4.37
N -0.42 0.62 4.68
C -3.86 3.11 0.98
C -4.57 1.37 -0.51
N -1.71 0.01 2.29
C 3.24 -1.77 -3.07
H -5.33 0.84 -1.08
H 0.42 -6.59 0.12
C 2.86 -2.02 -0.32
C -3.24 0.91 -0.55
C 1.77 -1.84 -1.16
H -1.98 -6.94 0.59
H -0.69 -1.40 -6.40
H 0.82 4.31 1.56
C -2.56 2.60 0.85
As -0.08 -1.62 -0.67
H -2.63 -1.55 -2.60
H -2.71 -2.77 0.08
H -2.98 0.04 -1.13
H 2.92 0.97 2.07
O -2.12 -0.85 1.47
H -5.07 4.62 1.93
N 1.57 0.64 3.49
C -0.26 -5.75 0.11
C 4.30 2.20 -0.94
C -2.49 -4.88 0.35
H 5.19 1.95 -1.50
C 4.14 -2.08 -0.85
C -1.71 -1.52 -3.18
Cl 5.87 3.98 0.37
H 2.77 -0.63 2.52
H 0.05 1.03 5.47
C -1.71 4.26 2.37
N 2.27 0.24 2.35
N -0.33 -0.07 2.44
C -3.03 4.77 2.51
C -1.61 -5.95 0.37
C 0.83 3.29 1.17
C 4.36 3.19 0.06
C 4.32 -1.95 -2.23
C 0.62 -1.52 -4.71
O 0.84 1.19 -0.72